Molecular formula: C5H4
Method: DFT, the ωB97M-V functional and the def2-TZVPD basis

CARTESIAN COORDINATES (ANGSTROEM)
C1 1.2755 -0.1447 -0.1342
C2 -0.8842 0.7324 0.0007
C3 -0.9796 -0.7505 0.0470
C4 0.0420 -0.0036 0.8466
C5 -0.0598 -0.0978 -0.8787
H1 2.0666 0.6182 -0.1660
H2 1.7069 -1.0555 -0.2790
H3 -1.4207 2.1915 0.3081
H4 -1.7467 -1.4900 0.2555

Results
DFT total energy: -192.60505 a.u.
Lowest unoccupied orbital energy: 0.604 eV
Charge: 0
Kohn-Sham gap: 10.62 eV
E_HOMO: -0.3680 Eh
Relative energy (zero: lowest compared OMol25 entry of this formula, charge and spin): 5.145 eV



Molecular formula: C5H40N2O14
Method: DFT, the ωB97M-V functional and the def2-TZVPD basis

CARTESIAN COORDINATES (ANGSTROEM)
C1 0.4528 -0.1129 -0.4969
N1 -0.0024 1.1998 -0.8629
C2 0.3156 1.5670 -2.4338
C3 -0.3144 2.8691 -2.8280
O1 0.2988 3.9709 -2.0178
C4 -0.7633 -0.6988 0.4472
N2 -0.2079 -1.7630 1.3921
C5 -1.1851 -2.1995 2.5809
H1 0.6573 -0.7189 -1.4860
H2 1.4113 0.0391 -0.0024
H3 0.6366 1.8193 -0.3196
H4 -0.0226 0.6365 -2.9185
H5 1.4461 1.4429 -2.7630
H6 0.0815 2.9120 -3.9519
H7 -1.4649 3.1415 -2.9372
H8 -0.5382 4.3967 -1.6002
H9 -1.2157 0.2288 0.9955
H10 -1.4876 -1.0129 -0.1443
H11 0.6735 -1.4547 1.8416
H12 -0.7492 -2.4987 3.4700
H13 -1.7914 -1.2905 2.8098
H14 -1.9232 -2.8895 2.1726
H15 3.5785 -1.8932 1.9741
H16 3.0676 -0.3089 1.9348
O2 2.9654 -1.3484 1.8310
H17 2.5555 -3.6032 -0.1506
H18 1.1033 -4.0218 -0.8360
O3 1.9604 -3.4013 -0.8582
H19 0.3635 0.3982 4.7554
H20 0.4220 0.5201 3.1190
O4 0.8966 0.5909 3.9598
H21 2.7989 2.5687 -0.2858
H22 2.4400 4.0148 -0.2224
O5 3.2549 3.3816 -0.3073
H23 -2.9327 -0.3132 -2.5381
H24 -3.7680 0.7520 -2.7545
O6 -3.2632 0.1859 -3.2974
H25 4.1242 1.6828 0.7300
H26 3.1044 1.9538 1.4102
O7 3.5925 1.2482 1.2914
H27 -1.0466 -2.7555 -3.7007
H28 -1.9160 -2.0774 -2.6120
O8 -1.3605 -1.9081 -3.4737
H29 -3.1043 2.7254 -0.6274
H30 -1.5996 2.2702 -0.4361
O9 -2.4473 2.5131 0.0335
H31 -1.1357 1.2578 2.9515
H32 -1.0847 2.6346 3.7137
O10 -1.3321 1.7309 3.7806
H33 3.0494 2.4009 2.9239
H34 1.7461 1.8689 3.4621
O11 2.0134 2.7083 3.0272
H35 0.7981 -2.9342 -2.2250
H36 0.8197 -3.6746 -3.4236
O12 0.2485 -3.5596 -2.6824
H37 -3.6316 -0.0114 0.4750
H38 -2.7919 -1.0914 -0.2773
O13 -3.6613 -0.6468 -0.2115
H39 -1.2773 -4.7326 -1.1772
H40 -1.4159 -3.9063 0.0347
O14 -1.4420 -4.8032 -0.2579

Results
DFT total energy: -1377.07126 a.u.
Lowest unoccupied orbital energy: 0.069 eV
Charge: 0
Kohn-Sham gap: 9.37 eV
E_HOMO: -0.3416 Eh
Relative energy (zero: lowest compared OMol25 entry of this formula, charge and spin): 11.394 eV